{
  "formula": "C5H4BBrF5O5",
  "method": "the ωB97M-V functional and the def2-TZVPD basis",
  "symbols": ["Br", "F", "F", "F", "F", "F", "O", "O", "O", "O", "O", "C", "C", "C", "C", "C", "B", "H", "H", "H", "H"],
  "coordinates": [[2.8702, -1.3445, -2.6278], [-3.9010, 3.7126, -2.6431], [2.2161, -3.9255, 3.5066], [0.7098, -2.7111, 4.8822], [-0.0871, -3.8209, 2.9407], [1.2764, -1.8890, 2.7283], [1.3545, -3.2302, -0.8621], [-0.2281, -0.3768, -0.5866], [-0.6859, 1.8736, -1.6323], [-0.5054, 1.5308, 0.8472], [-2.0048, 2.9237, -3.9109], [1.6799, -1.9366, -1.0864], [-2.4897, 3.2518, -2.7107], [-1.5006, 3.0706, -1.3753], [-0.4651, 1.0711, -0.4196], [1.0710, -0.7930, -0.0353], [1.0288, -3.0867, 3.5144], [-2.2416, 2.9732, -0.4620], [-0.7692, 3.9817, -1.2271], [0.8468, -1.3542, 0.9901], [1.8250, 0.0793, 0.1698]],
  "forces_ev_per_a": [[-1.138, -0.542, 1.425], [4.208, -1.223, 0.474], [-1.310, 1.054, -0.047], [0.384, -0.322, -1.599], [1.273, 0.949, 0.582], [-0.173, -0.914, 0.656], [2.676, 9.351, -2.178], [0.476, 4.656, -0.920], [-0.748, -1.579, 3.371], [0.134, -2.117, -8.655], [-3.860, 2.532, 8.477], [-2.827, -6.891, 2.743], [2.593, -1.915, -7.172], [-1.522, 0.756, 0.501], [-0.101, 0.486, 5.947], [0.799, -1.216, 1.160], [-0.151, -0.735, 0.461], [1.888, 0.007, -1.679], [-1.795, -1.693, -0.556], [0.749, 0.968, -2.233], [-1.553, -1.611, -0.760]],
  "homo_lumo_gap_ev": 9.2276,
  "multiplicity": 1,
  "homo_ha": -0.2924,
  "lumo_energy_ha": 0.047,
  "molar_mass_g_mol": 329.8,
  "total_charge": -1,
  "de_lowest_kj_mol": 347.0
}